No. 1
{"formula": "C39H56N3O3SSeTi", "method": "ωB97M-V/def2-TZVPD", "s2": 0.77, "e_homo_ha": [0.0020, -0.0495], "charge": -2, "e_lumo_ev": [4.2, 4.2], "multiplicity": 2, "de_lowest_kj_mol": 26.3, "symbols": ["Ti", "C", "C", "C", "C", "C", "C", "C", "Se", "C", "C", "C", "C", "C", "C", "O", "C", "C", "C", "C", "C", "C", "C", "C", "C", "O", "C", "C", "C", "C", "C", "C", "H", "H", "H", "H", "H", "H", "H", "H", "H", "H", "H", "H", "H", "H", "H", "H", "H", "H", "H", "H", "H", "H", "H", "H", "H", "H", "H", "H", "H", "H", "H", "H", "H", "H", "H", "H", "H", "H", "H", "H", "O", "N", "C", "C", "C", "C", "C", "S", "H", "H", "H", "H", "C", "C", "N", "C", "C", "N", "C", "C", "H", "H", "H", "H", "H", "H", "H", "H", "H", "H", "H", "H"], "coordinates": [[-1.03923, 2.10026, 0.24971], [4.77157, -0.94883, -3.41986], [3.70748, -1.91021, -2.87417], [2.86373, -2.44715, -4.03623], [4.42971, -3.09098, -2.23041], [2.80759, -1.15968, -1.88660], [2.08750, -0.04837, -2.32289], [1.27138, 0.66100, -1.46160], [0.23370, 2.14878, -1.97536], [-1.73435, -0.47613, -0.51200], [-1.84787, -1.82419, -0.84602], [-3.05351, -2.54175, -0.69804], [-4.16822, -1.85753, -0.25115], [-4.14987, -0.48802, 0.08520], [-2.90079, 0.11661, -0.02899], [-2.71630, 1.44090, 0.26045], [-5.43822, 0.14926, 0.61746], [-6.62671, -0.23954, -0.27507], [-5.41849, 1.67901, 0.67361], [-5.69202, -0.37845, 2.03517], [-3.10370, -4.03298, -1.04763], [-2.76377, -4.21460, -2.53236], [-4.47186, -4.66005, -0.79881], [-2.07887, -4.79545, -0.20011], [1.19543, 0.28567, -0.09713], [0.49056, 1.09155, 0.69930], [1.86843, -0.84938, 0.36232], [2.65908, -1.54654, -0.56743], [1.69687, -1.47789, 1.76257], [3.07261, -1.80645, 2.37373], [0.93794, -0.60279, 2.76032], [0.89618, -2.77218, 1.59602], [5.42085, -1.45785, -4.14132], [4.30963, -0.09597, -3.91842], [5.38932, -0.56450, -2.60552], [3.49579, -2.97034, -4.76308], [2.10899, -3.14431, -3.66628], [2.34246, -1.64150, -4.55438], [5.06584, -3.58142, -2.97364], [5.06332, -2.76679, -1.40148], [3.72330, -3.83274, -1.85118], [2.15213, 0.27337, -3.35790], [-0.97862, -2.35360, -1.23447], [-5.09977, -2.39648, -0.12816], [-6.45767, 0.08685, -1.30326], [-6.80233, -1.31528, -0.28646], [-7.53629, 0.24597, 0.09449], [-5.17191, 2.10744, -0.29858], [-6.41484, 2.03884, 0.96012], [-4.69443, 2.05923, 1.38988], [-5.76689, -1.46843, 2.03918], [-4.87386, -0.09106, 2.69816], [-6.62356, 0.03648, 2.43821], [-3.49451, -3.69443, -3.15577], [-1.77949, -3.80375, -2.75971], [-2.76887, -5.27765, -2.80347], [-5.24506, -4.18458, -1.40676], [-4.44672, -5.72408, -1.05477], [-4.76428, -4.57171, 0.25020], [-1.07184, -4.41066, -0.35745], [-2.30993, -4.69226, 0.86287], [-2.08500, -5.86267, -0.45374], [3.17499, -2.43029, -0.22029], [3.69623, -0.91529, 2.45391], [2.93935, -2.22348, 3.37769], [3.61792, -2.54064, 1.78132], [1.41311, 0.36471, 2.91019], [-0.08418, -0.41918, 2.43517], [0.91378, -1.12728, 3.72309], [1.40831, -3.47443, 0.93511], [0.76211, -3.25128, 2.57292], [-0.08887, -2.55041, 1.18135], [-1.29440, 3.95650, -0.16077], [-2.30449, 4.33956, 0.70835], [-3.23423, 5.23462, 0.19237], [-3.99037, 5.99587, 1.03400], [-3.81666, 5.91751, 2.42266], [-2.82180, 5.03070, 2.91765], [-2.05508, 4.26723, 2.08482], [-0.86750, 3.07177, 2.54063], [-3.31447, 5.23038, -0.88291], [-4.73448, 6.65310, 0.59920], [-4.41693, 6.51191, 3.09806], [-2.67074, 4.90577, 3.98202], [3.96037, 2.97334, -0.85015], [4.62278, 1.62513, -0.46474], [5.00628, 1.63477, 0.95416], [3.80761, 1.87556, 1.76201], [3.15200, 3.21950, 1.37474], [3.93032, 3.86566, 0.31041], [5.29402, 4.08066, 0.78071], [5.94549, 2.72717, 1.18308], [2.93647, 2.83347, -1.19168], [4.50915, 3.47603, -1.65417], [5.53023, 1.44318, -1.05188], [3.94382, 0.78868, -0.63806], [4.10267, 1.85675, 2.81662], [3.11388, 1.05225, 1.59876], [3.10819, 3.90519, 2.22511], [2.13421, 3.05628, 1.03859], [5.26342, 4.77136, 1.62924], [5.85849, 4.56697, -0.02102], [6.22673, 2.72060, 2.24107], [6.85055, 2.53007, 0.59943]], "forces_ev_per_a": [[0.66, -0.97, -0.28], [0.01, 0.00, -0.05], [-0.05, 0.09, 0.03], [-0.01, -0.02, -0.06], [0.02, -0.05, 0.06], [0.09, -0.23, -0.05], [-0.17, 0.19, -0.06], [0.32, -0.40, 0.08], [-0.10, 0.31, -0.20], [0.31, -0.30, -0.07], [-0.17, 0.35, 0.21], [0.09, -0.02, -0.10], [-0.19, 0.08, 0.17], [0.22, -0.31, 0.03], [-0.27, 0.15, -0.31], [-0.86, 0.57, 0.34], [-0.01, 0.02, -0.03], [-0.07, -0.01, 0.02], [-0.02, 0.10, -0.02], [-0.07, 0.00, 0.07], [0.07, 0.10, -0.05], [0.04, -0.07, -0.04], [-0.13, -0.01, 0.03], [0.04, -0.07, 0.02], [-0.21, 0.31, -0.03], [0.36, 0.04, 0.24], [-0.06, -0.23, -0.09], [-0.03, 0.05, 0.18], [0.19, 0.22, -0.18], [-0.10, 0.00, 0.01], [-0.04, -0.03, 0.15], [-0.05, -0.08, 0.11], [-0.01, 0.00, 0.01], [0.01, 0.01, 0.00], [0.00, 0.00, 0.00], [-0.01, 0.01, 0.01], [0.00, 0.01, 0.00], [0.00, 0.00, 0.01], [-0.01, 0.01, 0.01], [-0.01, -0.01, -0.01], [0.01, 0.00, 0.00], [-0.04, 0.01, 0.02], [0.10, -0.02, 0.00], [0.02, 0.02, -0.01], [0.02, 0.00, 0.00], [-0.02, -0.02, -0.02], [0.00, -0.02, -0.01], [0.04, 0.01, 0.02], [0.04, -0.05, 0.02], [0.02, 0.01, -0.02], [0.01, 0.00, 0.01], [0.01, 0.00, -0.02], [0.01, -0.01, 0.00], [0.00, 0.01, 0.01], [-0.02, -0.01, -0.01], [0.01, 0.02, 0.00], [0.00, -0.01, 0.00], [0.02, 0.01, -0.01], [0.00, -0.01, -0.01], [0.02, 0.01, 0.00], [0.00, 0.02, -0.01], [0.01, 0.02, 0.00], [0.01, -0.04, 0.01], [0.01, 0.04, -0.01], [-0.02, 0.00, -0.03], [0.04, -0.04, -0.03], [0.00, 0.04, 0.02], [0.02, -0.01, 0.02], [-0.02, 0.01, -0.01], [-0.02, -0.03, -0.04], [0.00, -0.03, -0.02], [0.02, -0.02, -0.04], [-0.16, 0.00, 0.00], [-0.02, 0.15, 0.09], [0.06, -0.01, 0.00], [-0.01, -0.01, -0.09], [-0.02, 0.05, 0.11], [0.04, -0.03, 0.09], [-0.07, -0.03, -0.14], [-0.05, -0.02, -0.08], [0.01, -0.02, 0.00], [0.00, 0.00, 0.00], [0.01, -0.01, 0.00], [0.00, 0.00, 0.00], [0.05, 0.05, -0.06], [0.05, -0.06, -0.01], [0.08, -0.06, -0.03], [-0.02, -0.12, 0.15], [0.13, 0.18, 0.13], [0.02, 0.06, 0.04], [0.01, -0.01, 0.02], [0.00, 0.03, -0.03], [-0.06, -0.04, -0.01], [0.02, -0.01, 0.02], [-0.01, 0.00, 0.01], [0.05, 0.06, 0.07], [0.00, 0.00, 0.00], [0.02, 0.03, -0.04], [-0.01, 0.00, 0.01], [-0.17, 0.06, -0.17], [-0.02, -0.01, 0.00], [0.00, 0.00, -0.01], [-0.01, 0.00, -0.01], [0.00, 0.01, -0.01]]}


No. 2
{"formula": "C39H56O39", "method": "ωB97M-V/def2-TZVPD", "s2": 0.75, "e_homo_ha": [-0.0238, -0.3119], "charge": -1, "e_lumo_ev": [1.7, 1.7], "multiplicity": 2, "symbols": ["C", "C", "O", "C", "O", "O", "H", "H", "H", "H", "C", "C", "O", "C", "O", "O", "H", "H", "H", "H", "C", "C", "O", "C", "O", "O", "H", "H", "H", "H", "C", "C", "O", "C", "O", "O", "H", "H", "H", "H", "C", "C", "O", "C", "O", "O", "H", "H", "H", "H", "C", "C", "O", "C", "O", "O", "H", "H", "H", "H", "C", "C", "O", "C", "O", "O", "H", "H", "H", "H", "C", "C", "O", "C", "O", "O", "H", "H", "H", "H", "C", "C", "O", "C", "O", "O", "H", "H", "H", "H", "C", "C", "O", "C", "O", "O", "H", "H", "H", "H", "C", "C", "O", "C", "O", "O", "H", "H", "H", "H", "C", "O", "C", "O", "O", "C", "H", "H", "H", "H", "H", "H", "C", "O", "C", "O", "O", "C", "H", "H", "H", "H", "H", "H"], "coordinates": [[0.05761, -1.89855, 3.61530], [1.00708, -2.01229, 4.70135], [0.51203, -2.99392, 5.54868], [-0.35992, -3.69042, 4.87869], [-1.02844, -4.60129, 5.34668], [-0.52423, -3.19974, 3.67681], [0.42968, -1.71654, 2.60706], [-0.66388, -1.09225, 3.74734], [0.99320, -1.09609, 5.29168], [1.94009, -2.24466, 4.18793], [3.18907, 3.13349, -3.43021], [2.18618, 3.43450, -4.60668], [1.13730, 4.03146, -3.83632], [1.53118, 4.39045, -2.56292], [0.90107, 5.00657, -1.71568], [2.75560, 3.96990, -2.36503], [4.23764, 3.29323, -3.68136], [3.17919, 2.07478, -3.17110], [1.97236, 2.54660, -5.20166], [2.76328, 4.04090, -5.30477], [-1.75071, 1.05129, -7.41609], [-0.39759, 1.51554, -6.93569], [-0.54190, 1.44210, -5.56232], [-1.85260, 1.49190, -5.24791], [-2.27582, 1.49980, -4.10375], [-2.53174, 1.31098, -6.32310], [-1.93456, -0.02295, -7.43368], [-2.03398, 1.64187, -8.28733], [-0.13066, 2.52984, -7.23240], [0.32126, 0.75916, -7.25074], [-4.04978, -2.34782, 3.76556], [-5.25393, -1.50190, 3.79584], [-5.07628, -0.70769, 2.62560], [-3.99585, -0.99011, 1.93924], [-3.60739, -0.36970, 0.96171], [-3.26820, -1.85623, 2.67164], [-4.35165, -3.36278, 3.50706], [-3.52257, -2.29286, 4.71799], [-5.13527, -0.90983, 4.70330], [-6.10320, -2.17576, 3.90868], [0.01125, 1.79952, -1.04009], [-1.02777, 1.14259, -0.22266], [-0.31386, 0.23188, 0.55902], [0.88324, 0.13143, 0.03418], [1.71217, -0.65607, 0.44096], [1.01201, 0.87070, -1.10030], [0.39019, 2.70213, -0.56073], [-0.43794, 2.05160, -2.00071], [-1.81098, 0.61732, -0.76925], [-1.56460, 1.75113, 0.50507], [5.49956, -0.64169, -2.66283], [4.53586, -0.60349, -1.44545], [5.42332, -0.88774, -0.41644], [6.63407, -1.13831, -0.85909], [7.56494, -1.31086, -0.13458], [6.63535, -1.34455, -2.19960], [5.72512, 0.39026, -2.93174], [5.06152, -1.14215, -3.52640], [3.77082, -1.37324, -1.54702], [4.09209, 0.39182, -1.42253], [2.27980, -3.82497, 0.83862], [3.71735, -3.65208, 0.29582], [4.40628, -4.51382, 1.17635], [3.57530, -5.43243, 1.73389], [3.93838, -6.40145, 2.43426], [2.33655, -4.99508, 1.61345], [1.60755, -3.82194, -0.01938], [2.13529, -2.91001, 1.41314], [4.15619, -2.68010, 0.52115], [3.86589, -3.85309, -0.76514], [-0.89970, -1.78578, -4.23150], [-1.18575, -1.22839, -2.83891], [-0.86162, -2.23534, -2.01543], [0.15951, -2.91883, -2.63515], [0.89424, -3.77581, -2.11387], [0.18398, -2.59103, -3.87440], [-0.59990, -0.85875, -4.72022], [-1.75170, -2.28786, -4.68987], [-2.23531, -0.93544, -2.81219], [-0.62418, -0.32099, -2.61673], [-4.21540, 2.77188, 2.77281], [-4.07282, 2.69740, 1.29640], [-5.33672, 3.19154, 0.79006], [-6.21880, 3.00205, 1.78879], [-7.44140, 3.12591, 1.66990], [-5.61222, 2.55677, 2.90568], [-4.05242, 3.73880, 3.24884], [-3.67577, 2.02862, 3.35972], [-4.01333, 1.73734, 0.78372], [-3.39940, 3.42653, 0.84586], [4.29567, 0.45971, 2.13452], [5.52591, 1.18361, 2.73275], [5.11790, 1.57600, 4.00288], [4.01052, 0.98109, 4.33054], [3.32809, 1.22001, 5.35167], [3.54706, 0.15901, 3.28856], [4.50166, -0.46810, 1.60083], [3.64901, 1.04244, 1.47850], [5.80612, 2.09666, 2.20748], [6.47959, 0.66046, 2.66277], [-2.83119, 4.48396, -2.51616], [-3.30179, 4.83926, -3.85575], [-4.52793, 4.17236, -3.94329], [-4.99539, 3.85190, -2.80694], [-6.00968, 3.19456, -2.68139], [-4.09443, 4.20842, -1.86242], [-2.35878, 5.36475, -2.08126], [-2.17879, 3.61082, -2.50629], [-2.64875, 4.40402, -4.61219], [-3.37134, 5.90087, -4.09293], [-0.82448, -3.58890, 0.68000], [-0.69712, -4.80444, 1.45032], [-1.64306, -5.67613, 1.79956], [-2.87472, -5.61682, 1.53968], [-1.12264, -6.72017, 2.44707], [-1.94062, -7.80866, 2.79131], [-1.83896, -3.20363, 0.78244], [-0.61894, -3.89970, -0.34433], [-0.18547, -2.75515, 0.97093], [-1.39870, -8.68970, 3.13509], [-2.47149, -8.14486, 1.90066], [-2.63889, -7.45750, 3.55105], [2.67485, 3.60942, 1.35877], [1.92071, 2.90350, 2.29780], [0.58058, 3.09716, 2.41236], [-0.18867, 3.69940, 1.70804], [0.24455, 2.40719, 3.54922], [-1.09907, 2.45443, 4.00500], [2.33649, 4.62078, 1.13344], [2.79924, 3.00304, 0.46159], [3.65988, 3.92852, 1.69934], [-1.41636, 3.49706, 3.98618], [-0.96546, 2.04722, 5.00721], [-1.81543, 1.83934, 3.46039]], "forces_ev_per_a": [[-1.77, 0.37, -1.74], [2.07, 2.36, 0.39], [1.08, -0.35, 1.37], [-2.89, -2.79, 1.41], [1.25, 1.15, -0.83], [-1.12, 0.31, -1.84], [0.49, -0.24, 0.23], [-0.65, -0.30, 0.29], [0.94, 0.03, -0.19], [0.63, -0.23, 1.08], [0.18, -1.00, -1.41], [2.59, -0.26, 1.84], [-1.14, 0.80, 0.08], [-1.13, 0.80, 0.12], [0.56, -1.21, -2.16], [1.28, -0.53, 0.45], [-0.13, 0.65, 0.04], [-0.54, -0.09, 0.50], [-0.89, -0.27, 0.55], [-0.87, 1.10, 0.02], [0.65, -0.20, -1.02], [0.60, -1.17, -1.45], [0.31, 0.55, 2.15], [1.01, -0.90, 2.84], [0.50, 0.47, -1.46], [-4.18, 1.71, 0.73], [0.98, -0.24, -1.47], [-0.49, -0.49, -0.05], [0.03, -0.10, -0.17], [0.62, 0.46, 0.02], [0.91, -1.80, -0.46], [0.70, 0.51, 1.00], [-3.20, 0.79, -0.14], [2.14, 1.27, 0.06], [-0.75, -1.72, 1.36], [0.76, -0.27, -0.56], [0.60, -0.24, 0.26], [0.46, -0.30, -0.40], [-0.77, 0.73, -0.36], [-0.60, 0.82, -0.82], [-1.70, 2.75, -0.54], [-2.79, 0.39, 1.01], [0.49, -0.44, 0.76], [1.81, -2.63, -0.24], [-0.32, 1.07, -0.42], [1.72, -1.69, 0.57], [-0.09, 0.21, -0.07], [0.56, -0.07, -0.35], [0.21, -0.17, -0.26], [0.14, 0.56, -0.39], [-1.43, 0.26, -0.70], [-0.11, -0.27, -2.55], [-0.88, 0.91, 1.71], [1.72, -1.72, 0.03], [0.17, 0.26, -0.17], [0.10, 0.75, 0.55], [0.48, -0.06, -0.18], [0.18, -0.02, 0.08], [-0.09, 0.10, 0.40], [-0.11, -0.15, 0.65], [1.11, 1.92, -1.53], [-0.20, 0.48, 0.95], [1.33, -1.83, -0.17], [1.93, -1.69, 2.92], [-1.19, 3.12, -2.77], [-1.35, -0.70, -0.16], [-0.28, -0.63, 0.55], [-0.64, -0.43, 0.56], [-0.41, 0.15, -0.27], [0.01, -0.56, 0.06], [-0.39, 2.64, 1.35], [-2.53, 2.45, -2.03], [1.63, -2.58, 2.23], [1.14, -2.93, 3.14], [-2.14, 2.71, -1.22], [1.39, -0.81, -3.02], [0.38, -0.72, -1.07], [0.40, -0.35, -0.03], [-0.13, -0.22, 0.57], [0.36, -0.06, -0.23], [-0.38, -0.26, 0.85], [0.34, 1.23, -2.62], [-0.77, 0.17, 1.53], [-3.66, -0.18, -1.24], [3.22, -0.11, 0.58], [-0.77, -0.12, 0.44], [0.57, 0.25, -0.44], [-0.28, -0.13, -0.31], [0.64, -0.23, 0.85], [0.66, -0.38, 0.34], [0.39, -0.36, -0.32], [0.63, 0.57, -2.66], [1.01, 0.23, 0.97], [-5.05, -0.09, 2.30], [2.68, -1.25, -3.28], [0.32, 0.78, 2.32], [0.31, 0.18, 0.27], [0.30, 0.38, -0.01], [-0.52, 0.21, -0.26], [-0.28, -0.79, 0.82], [-0.13, 0.72, 1.32], [1.01, -0.18, -2.21], [0.03, 1.08, -4.17], [-1.79, -2.69, 2.15], [1.27, 1.45, 0.65], [0.26, -0.18, 1.34], [0.09, -0.42, 0.54], [-0.17, -0.01, 0.15], [0.00, 0.06, -0.14], [-0.41, 0.07, 0.34], [-1.97, -0.80, -0.46], [0.87, -0.74, 1.06], [-3.55, 0.34, -1.15], [3.22, 0.39, 0.55], [2.00, 0.81, -0.27], [-1.36, 0.00, -0.37], [-0.14, -0.17, -0.21], [-0.08, 0.39, 0.22], [0.40, -0.77, 0.42], [0.66, 0.65, 0.17], [-0.35, 0.14, 0.06], [-0.17, -0.35, -0.02], [0.61, 1.32, -1.32], [-1.01, 0.11, 0.86], [0.06, -0.93, 1.16], [0.77, -0.20, 0.25], [0.70, 0.28, -1.63], [0.48, 0.31, 0.33], [-1.13, -0.31, -0.38], [-0.10, 0.26, -0.17], [0.24, -1.07, 0.82], [-0.30, -0.10, 0.28], [-0.57, 0.29, 0.10], [0.51, -0.10, -0.35]]}


| no. | total energy (Eh) |
| --- | --- |
| 1 | -5558.83403 |
| 2 | -4453.99143 |